Below is a molecular structure, C29H45AsF6NO4PSW, with properties calculated with ωB97M-V/def2-TZVPD.

- Net charge: +1
- Spin multiplicity: 4
- <S²>: 3.780
- Energy: -5129.2289 hartree
- HOMO level (spin up / spin down): -11.251 / -11.692 eV

Structure (XYZ):
```
89
C29H45AsF6NO4PSW, DFT ωB97M-V/def2-TZVPD
W -1.4494 -0.6631 -0.3838
C 6.8660 1.6353 0.3041
C 5.7316 1.8274 -0.6616
C 4.4115 1.6675 -0.2485
C 3.3562 1.8714 -1.1238
C 3.6262 2.2467 -2.4306
C 4.9338 2.4144 -2.8678
C 5.9759 2.1993 -1.9845
S 2.3085 2.5099 -3.5729
O 1.0813 2.5081 -2.8216
O 2.6474 3.5999 -4.4306
N 2.2468 1.1722 -4.5155
C 1.9599 -0.1172 -3.8886
C 0.4810 -0.4959 -3.8740
C -0.2694 -0.2826 -2.5989
O -1.5229 -0.4973 -2.5424
O 0.2997 -0.0255 -1.4917
H 6.6524 0.8344 1.0115
H 7.0335 2.5484 0.8791
H 7.7925 1.3974 -0.2158
H 4.2075 1.3855 0.7781
H 2.3311 1.7351 -0.8072
H 5.1327 2.7341 -3.8832
H 6.9965 2.3315 -2.3213
H 2.9696 1.1696 -5.2207
H 2.3704 -0.1618 -2.8753
H 2.4918 -0.8637 -4.4741
H 0.3864 -1.5763 -4.0299
H -0.0645 -0.0322 -4.6960
C 1.1022 1.2659 1.9848
C 0.1717 0.4375 2.8746
C -0.9534 1.3209 3.4169
P -0.4417 -1.0653 1.9906
C -1.4516 -2.0661 3.1938
C -2.9652 -1.9073 3.0638
C -1.0477 -1.9001 4.6634
C 1.0148 -2.1812 1.7091
C 1.6987 -2.7116 2.9693
C 2.0725 -1.6301 0.7433
H 1.3045 2.2282 2.4594
H 0.6448 1.4636 1.0098
H 2.0528 0.7706 1.8079
H 0.7426 0.0539 3.7246
H -1.3902 1.9372 2.6287
H -0.5448 2.0108 4.1567
H -1.7552 0.7603 3.8937
H -1.2013 -3.0826 2.8748
H -3.3041 -0.9712 3.5085
H -3.4516 -2.7175 3.6097
H -3.2995 -1.9547 2.0292
H -1.4062 -0.9538 5.0681
H 0.0235 -1.9543 4.8340
H -1.5161 -2.6939 5.2475
H 0.5316 -3.0305 1.2233
H 2.0918 -1.9054 3.5933
H 2.5477 -3.3260 2.6650
H 1.0469 -3.3407 3.5708
H 2.8415 -1.0776 1.2847
H 1.6688 -0.9836 -0.0331
H 2.5669 -2.4698 0.2526
F -0.4670 -2.4103 -0.8906
As -1.4028 -4.1075 -1.0018
F -0.1348 -4.7139 -0.0234
F -0.4760 -4.3959 -2.3967
F -2.2961 -5.5368 -1.0034
F -2.5477 -3.2116 -1.9194
F -2.1657 -3.4748 0.4391
C -5.8419 0.3584 -0.1376
C -4.3724 0.3781 0.2434
C -4.1717 0.9287 1.6420
C -3.5210 -0.6784 -0.2867
C -3.4032 1.0735 -0.8115
C -2.1548 1.6414 -0.3816
C -1.4448 2.4686 -1.2578
C -1.9229 2.7187 -2.5306
C -3.1173 2.1395 -2.9573
C -3.8355 1.3051 -2.1319
H -6.3723 -0.2666 0.5817
H -6.0170 -0.0659 -1.1240
H -6.2752 1.3578 -0.0936
H -4.8770 0.4419 2.3152
H -4.3724 2.0008 1.6590
H -3.1742 0.7399 2.0237
H -3.9837 -1.2619 -1.0885
H -1.9308 1.7067 0.6776
H -0.5162 2.9210 -0.9394
H -1.3579 3.3605 -3.1903
H -3.4839 2.3408 -3.9554
H -4.7426 0.8440 -2.4918
```

---

Below is a single C7H6O molecule in a non-equilibrium geometry, with properties calculated with ωB97M-V/def2-TZVPD.

- SMILES: C#CC(C#C)=CCO
- Energy: -345.3504 hartree
- HOMO level: -8.664 eV

Structure (XYZ):
```
14
C7H6O, DFT ωB97M-V/def2-TZVPD
C 2.9926 -1.1809 -0.3183
C 1.9083 -0.5859 -0.2281
C 0.6318 0.0218 -0.1702
C 0.3098 1.4032 -0.2608
C 0.3962 2.6315 -0.1376
C -0.3023 -0.8925 0.3611
C -1.7487 -0.3425 0.3951
O -2.3644 -0.9592 -0.7405
H 4.0471 -1.6696 0.0309
H 0.2895 3.7230 0.0585
H -0.0884 -1.8857 0.8312
H -2.1777 -0.6781 1.2940
H -1.6369 0.7608 0.4244
H -2.2568 -0.3458 -1.5398
```

---

Below is a molecular structure, C3H2O4Y in a non-equilibrium geometry, with properties calculated with ωB97M-V/def2-TZVPD.

- Spin multiplicity: 2
- <S²>: 0.751
- Energy: -454.7477 hartree
- HOMO level (spin up / spin down): -7.587 / -8.743 eV

Structure (XYZ):
```
10
C3H2O4Y, DFT ωB97M-V/def2-TZVPD
H -1.8974 1.4396 0.1285
C -1.9600 -0.1423 -1.2980
C -1.5305 0.4476 -0.1618
O -0.2219 0.1108 0.1852
C 0.5242 0.8190 1.1826
O -0.1226 1.2584 2.1308
O 1.7162 0.9036 0.8702
Y 0.5697 -1.6664 -1.0853
O -1.2684 -1.0993 -1.8964
H -2.9909 0.0446 -1.6300
```

---

Below is 2 unconnected molecules or ions with the total composition C3H12O2Si2 in a non-equilibrium geometry, with properties calculated with ωB97M-V/def2-TZVPD.

- Energy: -850.8888 hartree
- HOMO level: -7.968 eV

Structure (XYZ):
```
19
C3H12O2Si2, DFT ωB97M-V/def2-TZVPD
C 0.3270 2.1316 -2.3280
C -1.3030 -2.0065 0.5776
C 1.9345 0.0217 1.9033
O 0.0524 1.0028 -1.3876
O -0.6383 -1.0914 -0.1811
Si 0.3565 0.5205 2.8855
Si -1.0997 -0.1289 -1.3884
H 0.8794 1.7373 -3.1349
H 0.8685 2.8283 -1.7618
H -0.6226 2.4394 -2.6551
H -1.9878 -1.4747 1.2116
H -0.4746 -2.4085 1.0893
H -1.7035 -2.8510 -0.0332
H 2.2805 -0.9782 1.9955
H 1.7637 0.3570 0.8655
H 2.5139 0.6618 2.5195
H 0.2554 -0.5066 3.8313
H -2.3398 0.6362 -1.3478
H -1.0624 -0.8907 -2.6612
```

---

Below is a molecular structure, C20H26BIN7Re, with properties calculated with ωB97M-V/def2-TZVPD.

- Net charge: +3
- Spin multiplicity: 4
- <S²>: 3.773
- Energy: -1560.9297 hartree
- HOMO level (spin up / spin down): -18.126 / -18.042 eV

Structure (XYZ):
```
56
C20H26BIN7Re, DFT ωB97M-V/def2-TZVPD
Re 0.1658 0.2404 -0.2742
C -2.6263 -0.5166 -2.2862
C -1.5819 -1.5488 -2.0321
C -1.5411 -2.8497 -2.4495
C -0.4174 -3.4473 -1.8590
C 0.0508 -4.8588 -1.9546
N 0.2022 -2.5313 -1.1155
N -0.4728 -1.3411 -1.2310
B 1.3752 -2.6169 -0.1101
N 0.8410 -2.1314 1.2683
N 0.3179 -0.8599 1.4195
C 0.0526 -0.6841 2.7558
C -0.3917 0.6074 3.3531
C 0.3498 -1.8502 3.4103
C 0.8399 -2.7429 2.4584
C 1.3420 -4.1330 2.6546
N 2.4456 -1.5856 -0.5484
N 2.0766 -0.2623 -0.5395
C 3.2190 0.4935 -0.6925
C 3.2354 1.9831 -0.5971
C 4.2699 -0.3672 -0.8590
C 3.7607 -1.6690 -0.7551
C 4.4857 -2.9699 -0.8067
H -3.4893 -0.9933 -2.7457
H -2.2846 0.2559 -2.9730
H -2.9667 -0.0510 -1.3590
H -2.2606 -3.3388 -3.0868
H -0.5873 -5.4117 -2.6385
H 0.0140 -5.3454 -0.9794
H 1.0767 -4.9057 -2.3202
H 1.8168 -3.7163 -0.0446
H -0.1677 1.4640 2.7158
H 0.1386 0.7696 4.2902
H -1.4563 0.5877 3.5893
H 0.2640 -2.0322 4.4693
H 1.2464 -4.4089 3.7012
H 2.3915 -4.2131 2.3704
H 0.7725 -4.8452 2.0573
H 2.3716 2.3845 -0.0604
H 3.2830 2.4545 -1.5787
H 4.1203 2.2933 -0.0433
H 5.3053 -0.1000 -0.9981
H 5.5192 -2.8045 -1.0985
H 4.0253 -3.6502 -1.5225
H 4.4794 -3.4510 0.1725
I 0.1320 2.0469 -2.4352
C -1.2450 2.6741 -0.9946
C -1.9288 3.8563 -1.0534
C -2.8512 4.0925 -0.0310
C -3.0473 3.1355 0.9558
C -2.3040 1.9766 0.9361
N -1.3746 1.7427 -0.0232
H -1.7768 4.5634 -1.8573
H -3.4226 5.0130 -0.0254
H -3.7818 3.2785 1.7365
H -2.4545 1.1957 1.6640
```

---

Below is 2 unconnected molecules or ions with the total composition C17H23N6O4P in a non-equilibrium geometry, with properties calculated with ωB97M-V/def2-TZVPD.

- Energy: -1632.0676 hartree
- HOMO level: -6.469 eV

Structure (XYZ):
```
51
C17H23N6O4P, DFT ωB97M-V/def2-TZVPD
N 2.9145 2.4553 -0.7278
C 2.1737 2.2192 -1.6014
C 1.2421 1.8148 -2.6093
C -0.1170 1.3257 -2.1874
C -1.0962 1.0433 -3.2626
N -2.3058 0.4007 -3.0961
O -3.0695 0.2879 -2.1468
O -2.6122 -0.1212 -4.4062
N -1.5651 0.0234 -5.2478
C -0.6201 0.7196 -4.5133
C 0.7647 0.9931 -4.8602
N 1.2687 0.9072 -6.2105
O 0.5652 0.5469 -7.1694
O 2.4585 1.2674 -6.3949
C 1.6336 1.5666 -3.9075
H -0.5390 2.0023 -1.4309
H 2.6533 1.7555 -4.2282
C 3.4008 0.5141 1.9156
C 2.0545 0.7356 2.5826
C 2.0851 0.2966 4.0370
C 1.6563 2.2035 2.4288
N 0.9690 -0.0979 2.0470
P -0.6254 -0.0455 2.7982
H 0.1252 0.3617 -1.7943
N -1.0386 -1.1549 1.4948
C -2.4176 -1.6294 1.3327
C -2.6047 -2.6059 0.1801
C -3.3214 -0.4175 1.1177
C -2.6829 -2.3034 2.6668
C 0.0287 -2.0230 1.3225
C 1.2054 -1.4058 1.6509
H 3.4776 0.8958 0.8905
H 4.1302 1.0942 2.4932
H 3.7591 -0.5196 1.9588
H 1.0609 0.3649 4.4476
H 2.3880 -0.7591 4.0655
H 2.7784 0.9225 4.5944
H 0.6269 2.3828 2.7787
H 2.3681 2.7988 3.0288
H 1.7417 2.5219 1.3767
H -2.0090 -3.5223 0.2573
H -3.6484 -2.9400 0.2213
H -2.4763 -2.1725 -0.8204
H -3.1434 0.3543 1.8835
H -3.1553 0.0191 0.1189
H -4.3654 -0.7736 1.1788
H -2.4347 -1.5970 3.4766
H -3.7265 -2.6065 2.7102
H -2.0203 -3.1749 2.7547
H -0.1183 -3.0655 1.0835
H 2.1827 -1.8591 1.7213
```

---

Below is a molecular structure, C20H46LaO3P4Se in a non-equilibrium geometry, with properties calculated with ωB97M-V/def2-TZVPD.

- Net charge: +3
- Energy: -4812.8368 hartree
- HOMO level: -15.267 eV

Structure (XYZ):
```
75
C20H46LaO3P4Se, DFT ωB97M-V/def2-TZVPD
La -0.1877 -1.0322 -0.0003
P 0.1515 1.7968 1.8555
P -2.7298 0.5665 -0.0579
P 2.7067 0.1241 0.0061
H -1.3318 -2.1661 -2.9613
C -0.5517 -2.4081 -2.2264
C -0.9185 -2.9962 -1.0458
H -1.9513 -2.8870 -0.6697
C 0.4126 3.4339 1.0788
C -1.1844 2.2299 3.0428
C 1.5518 1.8053 3.0474
C -3.7131 -0.0802 -1.4643
C -3.9574 0.4138 1.2976
C -2.8217 2.3664 -0.3699
C 3.2520 -0.7573 -1.5115
C 3.8738 -0.5489 1.2586
C 3.4409 1.7847 -0.2794
H 0.4256 -2.6228 -2.6842
H -0.2038 -3.6312 -0.4877
H 0.4122 4.2084 1.8574
H -0.3904 3.6431 0.3630
H 1.3702 3.4510 0.5463
H -0.8521 3.1013 3.6225
H -1.3614 1.3934 3.7319
H -2.1199 2.4736 2.5256
H 1.4361 2.6758 3.7079
H 2.5131 1.8591 2.5272
H 1.5304 0.8857 3.6502
H -4.6422 0.4914 -1.5545
H -3.9504 -1.1410 -1.2878
H -3.1412 0.0121 -2.4013
H -4.8603 0.9927 1.0555
H -3.5350 0.7763 2.2429
H -4.2232 -0.6448 1.4191
H -3.8209 2.6145 -0.7540
H -2.0807 2.6441 -1.1283
H -2.6261 2.9458 0.5408
H 4.1474 -0.2449 -1.9145
H 2.4616 -0.7408 -2.2683
H 3.5002 -1.7989 -1.2693
H 4.6539 -1.1236 0.7565
H 3.3268 -1.1962 1.9559
H 4.3457 0.2661 1.8416
H 4.4715 1.6796 -0.6432
H 3.4637 2.3902 0.6339
H 2.8286 2.3152 -1.0285
C 0.1828 1.3679 -4.5596
C -0.5351 0.1543 -4.7048
C -0.5786 -0.4652 -5.9596
C 0.1338 0.0788 -7.0417
C 0.9750 1.1836 -6.8381
C 1.0231 1.8139 -5.5944
Se -0.2126 2.6260 -3.1514
H 0.9707 3.4695 -3.2730
H -1.0575 -0.2596 -3.8543
H -1.2046 -1.3641 -6.1286
H 0.0909 -0.3841 -8.0379
H 1.5807 1.5972 -7.6352
H 1.6545 2.6821 -5.4320
C -1.9044 -1.3951 4.1765
O -0.4471 -1.5179 4.1488
P 0.4171 -1.3204 2.8012
O 1.7790 -2.1897 3.0784
C 2.0041 -2.9379 4.2975
O -0.4443 -2.5228 1.7582
C -0.6945 -3.8812 2.2053
H -2.3360 -0.9711 3.2476
H -2.1342 -0.7293 5.0138
H -2.3381 -2.3895 4.3463
H 2.9963 -3.3788 4.1697
H 1.2554 -3.7414 4.3958
H 1.9831 -2.2733 5.1600
H 0.2669 -4.4165 2.2667
H -1.2299 -3.8381 3.1642
H -1.3181 -4.3178 1.4239
```

---

Below is a molecular structure, C19H41BN6PdSi4 in a non-equilibrium geometry, with properties calculated with ωB97M-V/def2-TZVPD.

- Net charge: +2
- Spin multiplicity: 5
- <S²>: 6.015
- Energy: -2387.1698 hartree
- HOMO level (spin up / spin down): -13.600 / -13.935 eV

Structure (XYZ):
```
72
C19H41BN6PdSi4, DFT ωB97M-V/def2-TZVPD
H -1.2825 3.1772 -0.7522
N -0.3875 1.7849 -2.0792
B 0.3460 0.6924 -4.2527
N 0.1907 1.9300 -3.3356
C 0.2147 3.2460 -3.6657
Pd -0.7231 -0.5604 -1.1759
H 0.6088 3.5670 -4.6090
C -0.3690 3.9637 -2.6455
H -0.5167 5.0239 -2.5788
C -0.7515 3.0014 -1.6820
H 0.6170 0.9942 -5.3752
C -1.7344 -2.4328 -0.5270
H -2.5634 -2.3209 0.1996
H -1.4254 -3.5010 -0.4205
H -2.1202 -2.3106 -1.5510
N -1.0954 0.0404 -4.1776
N 1.2725 -0.4138 -3.6844
N -1.6652 -0.2999 -2.9596
N 0.9251 -1.0090 -2.4705
C -1.9815 -0.2179 -5.1444
C 2.2609 -1.1498 -4.2473
H -1.7264 -0.0530 -6.1819
H 2.6881 -0.8974 -5.2028
C -3.1488 -0.7018 -4.5440
C 2.5429 -2.2211 -3.4088
C -2.9377 -0.7189 -3.1815
C 1.6617 -2.1110 -2.3201
H -4.0342 -1.0053 -5.0240
H 3.2621 -3.0017 -3.5329
H -3.5540 -1.0137 -2.3427
H 1.5187 -2.7570 -1.4604
H -0.5400 -1.7452 -0.2247
C -3.2901 -0.1794 2.1478
Si -1.5768 -0.6878 2.7387
C -1.2519 0.0898 4.4259
C -1.4990 -2.5582 2.9987
Si -0.0491 0.0567 1.0657
Si 0.6041 2.1824 1.8881
C 1.4623 2.2058 3.5749
C 1.8370 2.9045 0.6713
C -1.0266 3.1079 2.0494
Si 1.8303 -1.2679 1.6878
C 2.2378 -1.2133 3.5315
C 1.5305 -3.0832 1.2616
C 3.2867 -0.5912 0.7063
H -4.0102 -0.4628 2.9309
H -3.5835 -0.6768 1.2139
H -3.3587 0.9064 1.9967
H -2.0199 -0.3224 5.0989
H -0.2679 -0.1695 4.8364
H -1.3574 1.1819 4.4185
H -1.5480 -3.1347 2.0672
H -0.5987 -2.8634 3.5484
H -2.3736 -2.8294 3.6102
H 2.4937 1.8373 3.5010
H 1.5028 3.2628 3.8807
H 0.9357 1.6450 4.3560
H 1.5897 2.6811 -0.3737
H 1.8313 3.9965 0.8001
H 2.8511 2.5323 0.8715
H -1.7066 2.9373 1.2042
H -1.5563 2.8374 2.9731
H -0.7871 4.1804 2.0902
H 1.3862 -1.4826 4.1696
H 3.0305 -1.9603 3.6914
H 2.6226 -0.2380 3.8492
H 0.8434 -3.2415 0.4216
H 2.5008 -3.5260 0.9927
H 1.1364 -3.6318 2.1271
H 3.0692 -0.5056 -0.3667
H 3.6022 0.3953 1.0719
H 4.1251 -1.2939 0.8297
```

---

Below is a molecular structure, C14H15F6N5O11S3V, with properties calculated with ωB97M-V/def2-TZVPD.

- Net charge: +1
- Energy: -4381.2373 hartree
- HOMO level: -13.436 eV

Structure (XYZ):
```
55
C14H15F6N5O11S3V, DFT ωB97M-V/def2-TZVPD
V 0.1806 0.0316 0.2007
O -2.1529 -3.0548 -0.0934
C -1.7695 -2.0096 -0.5187
O -0.5212 -1.5480 -0.2353
C -2.5100 -1.0641 -1.3794
C -3.6113 -1.5645 -2.0666
C -4.3265 -0.7225 -2.8831
C -3.9955 0.6115 -3.0210
C -2.9040 1.1073 -2.3349
C -2.1280 0.2818 -1.5059
O -1.0980 0.7873 -0.8105
N -2.6305 2.5573 -2.4785
O -1.5121 2.9374 -2.1991
O -3.5507 3.2540 -2.8520
N -5.4986 -1.2526 -3.6147
O -5.7951 -2.4085 -3.4014
O -6.0694 -0.4890 -4.3594
H -3.8935 -2.6019 -1.9544
H -4.5831 1.2708 -3.6407
F 0.4238 2.5477 3.9522
C 0.9202 3.3055 2.9851
F 0.6879 4.5678 3.2444
F 2.2022 3.0613 2.8558
S -0.0303 2.8211 1.4197
O 0.8871 1.6650 0.8890
O -1.2751 2.2697 1.8785
N -0.1910 3.8823 0.3538
S 1.0551 4.8241 -0.1567
O 2.0145 4.9751 0.8887
O 0.4811 5.9111 -0.8520
C 1.9523 3.7918 -1.4387
F 2.2176 4.5532 -2.4826
F 1.2341 2.7300 -1.8258
F 3.0903 3.3439 -0.9102
N -1.8211 -2.4274 2.9373
C -1.5514 -1.2048 2.5377
N -2.5120 -0.3601 2.1936
S 0.1018 -0.6667 2.4880
H -2.7667 -2.7701 3.0172
H -1.0691 -3.0853 3.0628
H -3.4863 -0.6206 2.2442
H -2.2794 0.6264 2.1150
C 2.9739 -1.8166 0.8181
C 3.0902 -0.6853 -0.2089
C 3.8577 0.5076 0.3463
C 1.7913 -0.3172 -0.9174
H 3.9510 -2.2772 0.9546
H 2.2746 -2.5962 0.5113
H 2.6653 -1.4369 1.7929
H 3.6634 -1.0989 -1.0510
H 3.3072 1.0008 1.1478
H 4.0651 1.2464 -0.4256
H 4.8100 0.1743 0.7586
H 1.4252 -1.0880 -1.5906
H 1.8039 0.6676 -1.4002
```

---

Below is a single C5H9IN2 molecule in a non-equilibrium geometry, with properties calculated with ωB97M-V/def2-TZVPD.

- SMILES: CC/C=N/[C@@H]1CN1I
- Energy: -602.9761 hartree
- HOMO level: -8.524 eV

Structure (XYZ):
```
17
C5H9IN2, DFT ωB97M-V/def2-TZVPD
C -0.0482 1.0193 -2.7179
C -1.0334 0.1289 -1.8827
C -0.7029 0.4474 -0.3979
N -0.3348 -0.4541 0.4530
C 0.0354 -0.5622 1.7661
C 1.4353 -0.7022 2.0805
N 0.5440 -1.7648 2.6262
I -0.0539 -1.8341 4.5919
H 0.8374 0.4730 -2.9031
H 0.0350 2.0794 -2.2809
H -0.4726 1.2660 -3.6338
H -0.9673 -1.0455 -2.0945
H -2.0131 0.4963 -1.9813
H -0.8143 1.5561 -0.1471
H -0.4837 -0.0266 2.4653
H 2.1021 -1.0473 1.2987
H 1.9350 -0.0295 2.7574
```

---

Below is a gas-phase ion, C5H10N (charge +1) in a non-equilibrium geometry, with properties calculated with ωB97M-V/def2-TZVPD.

- Net charge: +1
- SMILES: C=C=CCC[NH3+]
- Energy: -250.9030 hartree
- HOMO level: -13.204 eV

Structure (XYZ):
```
16
C5H10N, DFT ωB97M-V/def2-TZVPD
C -3.3929 0.0968 -0.1016
C -2.1371 0.1623 0.2938
C -0.8039 0.1599 0.5318
C 0.2532 -0.7649 -0.3001
C 1.8016 -0.5616 -0.3573
N 2.0645 0.7691 0.2434
H -4.2233 -0.4437 0.4035
H -3.6802 0.6964 -0.9618
H -0.4206 0.8459 1.3054
H 0.1316 -1.7815 0.0567
H -0.1588 -0.6618 -1.3278
H 2.3073 -0.6244 -1.3229
H 2.2176 -1.3577 0.3339
H 1.3702 0.7642 1.0909
H 1.6396 1.6891 -0.3292
H 3.0312 1.0119 0.4411
```

---

Below is 4 unconnected molecules or ions with the total composition CH10NO3 in a non-equilibrium geometry, with properties calculated with ωB97M-V/def2-TZVPD.

- Net charge: +1
- Energy: -324.3134 hartree
- HOMO level: -15.406 eV

Structure (XYZ):
```
15
CH10NO3, DFT ωB97M-V/def2-TZVPD
C -0.8359 -1.3683 0.9033
N -1.0639 -0.3175 0.2421
H -1.4447 -1.6539 1.7740
H 0.1519 -1.8869 0.7523
H -0.4445 -0.0310 -0.5479
H -1.7529 0.4289 0.4025
H -1.4314 3.1996 1.6880
H -1.3983 3.2220 0.1939
O -1.4411 2.5947 0.9329
H 2.6815 -2.1599 -0.7322
H 2.4092 -2.1253 0.8874
O 2.1445 -1.8702 0.0032
H 1.5004 0.6770 -1.7464
H 0.3705 0.6675 -2.8496
O 0.5546 0.6232 -1.9035
```